[1]
Here is a molecular structure, C22H40AlO25S6 at a distorted geometry from the Open Molecules 2025 dataset. Energies are from ωB97M-V with the def2-TZVPD basis set.

CARTESIAN COORDINATES (ANGSTROEM)
C 5.4648 -1.1009 -0.2453
C 5.2594 0.3023 -1.0677
O 3.8603 0.6991 -1.2892
Al 2.9290 0.9554 0.3385
C 1.2963 2.1504 0.0013
C -0.0653 1.6841 0.8521
C -0.6903 0.4114 -0.0327
C -0.1752 -1.1197 0.2785
C -0.7199 -2.4065 -0.5921
C -1.7997 -2.1210 -1.7943
C -2.3464 -0.5808 -2.0720
C -1.8043 0.7336 -1.1943
H 4.9264 -1.1560 0.7921
H 5.1922 -1.9881 -0.9787
H 6.6226 -1.2093 -0.0297
H 5.9113 1.1565 -0.5790
H 5.7287 0.1268 -2.1482
H 2.5942 -0.4928 0.9001
H 3.8545 1.6488 1.4640
H 0.9887 2.0112 -1.1424
H 1.5467 3.2886 0.2157
H 0.1933 1.3733 1.9571
H -0.8497 2.5788 0.8010
H 0.5963 -1.3330 1.1318
H -0.2663 -3.4702 -0.3208
H -2.1830 -3.0407 -2.4370
H -3.1382 -0.4439 -2.9251
H -2.2343 1.8178 -1.4371
C 9.8837 -0.5397 -2.5935
C 9.0590 -0.9741 -3.8022
O 8.9272 -2.3881 -3.6753
S 8.8898 -2.7767 -2.0916
O 7.5069 -2.9274 -1.6965
O 9.8934 -3.7858 -1.8449
O 9.4319 -1.3527 -1.5118
H 10.9483 -0.7414 -2.7497
H 9.7454 0.5190 -2.3584
H 9.5392 -0.7151 -4.7489
H 8.0553 -0.5373 -3.7720
C -7.3892 -1.3580 -2.2972
C -7.8071 -1.6699 -3.7317
O -7.7691 -0.4175 -4.4121
S -6.5919 0.5042 -3.7602
O -5.4104 0.3765 -4.5842
O -7.1611 1.7798 -3.3926
O -6.3635 -0.3724 -2.4047
H -8.2196 -0.9250 -1.7301
H -7.0150 -2.2424 -1.7747
H -8.8057 -2.1094 -3.7885
H -7.0873 -2.3388 -4.2152
C -3.5411 2.1842 2.6483
C -2.4266 2.8057 3.4858
O -2.9216 2.8082 4.8229
S -3.8949 1.5158 5.0299
O -3.1218 0.4636 5.6514
O -5.1606 1.9760 5.5520
O -4.0881 1.1423 3.4547
H -4.3346 2.9110 2.4466
H -3.1703 1.7798 1.7027
H -2.1801 3.8203 3.1640
H -1.5234 2.1868 3.4613
C -3.0257 0.5232 -8.4590
C -4.1091 -0.1129 -7.5922
O -4.7628 -1.0529 -8.4418
S -3.6784 -1.6510 -9.5034
O -3.2002 -2.9173 -8.9948
O -4.2073 -1.4877 -10.8376
O -2.5135 -0.5353 -9.2667
H -3.4485 1.2842 -9.1229
H -2.2260 0.9674 -7.8604
H -4.8216 0.6220 -7.2100
H -3.6700 -0.6639 -6.7538
C -2.6017 5.6728 8.9136
C -3.6044 4.5714 9.2475
O -3.5173 3.6470 8.1655
S -1.9887 3.6396 7.5966
O -1.2901 2.5236 8.1944
O -2.0306 3.8697 6.1712
O -1.4843 5.0063 8.3284
H -3.0109 6.3667 8.1722
H -2.2910 6.2310 9.8008
H -4.6234 4.9524 9.3481
H -3.3206 4.0451 10.1650
C 4.4177 -3.9362 4.3731
C 4.8296 -4.6265 3.0756
O 3.6119 -4.8479 2.3678
S 2.5693 -3.6432 2.7174
O 2.6412 -2.6625 1.6571
O 1.3272 -4.2293 3.1646
O 3.3596 -3.0494 4.0138
H 4.0259 -4.6584 5.0966
H 5.2437 -3.3808 4.8254
H 5.3496 -5.5709 3.2531
H 5.4612 -3.9729 2.4647

Values from the calculation:
2S+1: 1
Maximum force, hartree/bohr: 0.1153
Charge: -1
Electronic energy, Ha: -5374.338718

---

[2]
Here is a molecular structure, C22H40As4F7KN2O2 at a distorted geometry from the Open Molecules 2025 dataset. Energies are from ωB97M-V with the def2-TZVPD basis set.

CARTESIAN COORDINATES (ANGSTROEM)
K 0.2293 0.9988 -0.2745
C -3.9792 -1.8435 0.1276
C -2.7938 -0.9758 -0.2040
N -2.2347 -0.1995 0.6505
O -2.8131 -0.3170 1.9290
C -2.2075 -1.0026 -1.5730
C -2.9820 -1.4605 -2.7760
N -0.9823 -0.5561 -1.6291
O -0.3321 -0.4541 -2.7474
H -4.0050 -2.0704 1.1904
H -3.9426 -2.7704 -0.4453
H -4.9135 -1.3294 -0.1283
H -2.2659 0.3042 2.4197
H -3.8838 -0.8553 -2.9463
H -3.2997 -2.5089 -2.7085
H -2.3225 -1.3540 -3.6420
C 3.5985 -0.1968 -1.7771
As 3.0949 -0.4102 0.1124
C 4.4553 0.8030 0.8229
C 4.0552 -2.1247 0.2977
C 3.8674 -2.9711 1.5712
C 3.8376 -2.1048 2.8410
C 2.5880 -3.8430 1.4811
As 0.6747 -3.3307 1.4058
C 0.5437 -2.7539 -0.4625
C 0.5189 -1.5768 2.2516
C 5.0073 -4.0294 1.7157
As 6.9577 -3.7387 1.6809
C 7.2752 -3.4404 -0.2326
C 7.2251 -1.9064 2.3053
H 4.6384 -0.4846 -1.9312
H 3.4770 0.8512 -2.0662
H 2.9410 -0.8005 -2.4060
H 5.4522 0.5203 0.4843
H 4.4169 0.8308 1.9094
H 4.2193 1.8007 0.4574
H 5.0946 -1.8557 0.1541
H 3.7640 -2.7229 -0.5666
H 3.0764 -1.3262 2.7876
H 4.8000 -1.6168 3.0059
H 3.6166 -2.7215 3.7181
H 2.6133 -4.5401 2.3181
H 2.6660 -4.4650 0.5840
H 0.4096 -3.6259 -1.1015
H 1.4182 -2.1997 -0.7965
H -0.3264 -2.0994 -0.5763
H 0.7214 -1.6444 3.3213
H -0.5216 -1.2708 2.1114
H 1.1597 -0.8205 1.8093
H 4.8931 -4.8017 0.9529
H 4.8627 -4.5417 2.6646
H 6.7347 -4.1997 -0.8015
H 8.3403 -3.5597 -0.4266
H 6.9599 -2.4547 -0.5730
H 7.0032 -1.8400 3.3709
H 6.6312 -1.1701 1.7687
H 8.2830 -1.6888 2.1614
F 1.7553 2.4272 0.6753
As 1.0404 2.8110 2.2355
F 2.0819 1.6631 2.9513
F 2.2005 4.0386 2.4531
F 0.2929 3.1431 3.7229
F -0.0057 3.8889 1.4098
F -0.1216 1.5304 1.9588
F 0.4280 0.5635 -6.8978
C 0.2010 1.2631 -5.7849
C 1.2595 1.5220 -4.9375
C 1.0138 2.2360 -3.7854
C -0.2818 2.7133 -3.4659
C -0.5136 3.4495 -2.2892
C -1.3246 2.4257 -4.3831
C -1.0880 1.7010 -5.5320
H 2.2452 1.1356 -5.1705
H 1.8272 2.4409 -3.0939
H -1.4891 3.8828 -2.0751
H 0.2970 3.6818 -1.6022
H -2.3302 2.7677 -4.1546
H -1.8802 1.4608 -6.2292

Values from the calculation:
2S+1: 2
Maximum force, hartree/bohr: 0.0274
Energy above the lowest of the compared OMol25 structures with the same formula, charge and spin, kJ/mol: 166.30
Charge: -1
Electronic energy, Ha: -11364.421820

---

[3]
Here is a molecular structure, C22H40BFeN6O8P2 at a distorted geometry from the Open Molecules 2025 dataset. Energies are from ωB97M-V with the def2-TZVPD basis set.

CARTESIAN COORDINATES (ANGSTROEM)
Fe 0.8699 -0.3687 -0.3803
B 4.8735 -0.3106 -0.4492
N 4.0342 -0.3216 0.8675
C 4.6133 -0.3781 2.0796
C 3.6217 -0.3979 3.0418
C 2.4349 -0.3504 2.2990
N 2.6937 -0.2965 0.9935
N 4.0122 -0.4968 -1.7457
C 4.5782 -0.5503 -2.9628
C 3.5809 -0.7076 -3.9092
C 2.4065 -0.7381 -3.1473
N 2.6745 -0.6131 -1.8491
H 5.6661 -1.2386 -0.3894
H 5.4666 0.7532 -0.5399
H 5.6897 -0.4068 2.1693
H 3.7397 -0.4382 4.1133
H 1.4095 -0.3700 2.6292
H 5.6493 -0.4659 -3.0716
H 3.6916 -0.7819 -4.9798
H 1.3802 -0.7920 -3.4654
C -3.9638 1.6733 2.3067
C -3.2509 1.3315 3.6144
C -1.7139 1.4660 3.5384
C -1.1282 1.0597 4.9196
C 0.3408 1.4332 5.1130
C -1.3815 2.9291 3.3089
O -1.8895 3.8072 3.9895
N -0.4790 3.2009 2.3356
C 0.0814 2.2976 1.3771
O 0.8276 2.8257 0.5527
N -0.2886 1.0086 1.4577
C -1.1376 0.6469 2.4285
O -1.7613 -0.6138 2.3598
H -5.0284 1.4346 2.3640
H -3.5343 1.1183 1.4679
H -3.8704 2.7411 2.0878
H -3.4832 0.3090 3.9167
H -3.5911 2.0049 4.4013
H -1.2569 -0.0220 5.0104
H -1.7339 1.5345 5.6975
H 0.9535 1.0872 4.2772
H 0.7380 0.9872 6.0284
H 0.4598 2.5174 5.1899
H -0.2367 4.1695 2.2053
C -2.3887 -2.6307 1.3717
C -1.2984 -1.6325 1.6300
O -0.1762 -1.7571 1.2422
H -2.9255 -2.8719 2.2894
H -1.9499 -3.5257 0.9360
H -3.1008 -2.1913 0.6685
C -2.3145 2.4351 -0.8060
O -1.2599 2.4523 -1.7551
P -0.2883 1.1314 -1.8673
O 0.7686 1.8405 -2.8803
C 1.8817 2.5821 -2.3626
O -1.1261 0.3011 -3.0388
C -1.5035 0.9536 -4.2447
H -2.9744 3.2700 -1.0334
H -1.9367 2.5511 0.2123
H -2.8957 1.5073 -0.8568
H 2.5933 2.6850 -3.1801
H 2.3507 2.0594 -1.5292
H 1.5528 3.5658 -2.0204
H -2.3404 0.4018 -4.6773
H -0.6732 0.9641 -4.9560
H -1.8104 1.9844 -4.0650
C -2.5797 -2.7799 -2.6348
P -0.8027 -3.0354 -2.5077
C -0.1843 -2.9143 -4.1919
C -0.6071 -4.7735 -2.0709
O -0.1591 -2.1342 -1.5240
H -3.0142 -3.3614 -3.4512
H -2.7403 -1.7121 -2.7967
H -3.0454 -3.0719 -1.6908
H -0.6699 -3.6312 -4.8578
H 0.8919 -3.0899 -4.1698
H -0.3660 -1.8962 -4.5378
H -1.1093 -5.4351 -2.7801
H -1.0170 -4.9220 -1.0710
H 0.4604 -4.9967 -2.0443

Values from the calculation:
2S+1: 5
Maximum force, hartree/bohr: 0.0219
Energy above the lowest of the compared OMol25 structures with the same formula, charge and spin, kJ/mol: 14.94
Charge: -1
Electronic energy, Ha: -3764.252096

---

[4]
Here is a molecular structure, C22H40Br14F6FeO4 at a distorted geometry from the Open Molecules 2025 dataset. Energies are from ωB97M-V with the def2-TZVPD basis set.

CARTESIAN COORDINATES (ANGSTROEM)
Fe 0.1146 -2.5561 -1.9123
C 0.3162 -0.1589 -0.6673
O -0.8713 -0.9948 -0.8303
O 1.2429 -0.9947 -1.2228
C 0.1076 1.3138 -1.1696
F -1.0893 1.6941 -0.6894
F 0.9997 2.1669 -0.6451
F 0.1297 1.4785 -2.4997
C -1.8546 -0.8634 0.2098
C -2.9965 -1.7891 -0.2522
H -3.1125 -1.8224 -1.3364
H -2.8323 -2.8490 -0.0294
H -3.9733 -1.5633 0.1759
H -2.3006 0.1183 0.3510
H -1.4961 -1.1324 1.2078
H 0.5935 -0.0893 0.3947
C -0.6857 -5.2732 -1.4219
O 0.1927 -4.3878 -0.6844
O -0.9841 -4.4616 -2.4614
C 0.1097 -6.5760 -1.7722
F -0.0339 -7.4938 -0.8002
F -0.2298 -7.1444 -2.9325
F 1.4051 -6.2431 -1.8973
C 0.5897 -4.7167 0.6769
C 1.6147 -3.6702 1.0603
H 2.5183 -3.7638 0.4635
H 1.2286 -2.6501 1.1197
H 1.9070 -3.8235 2.1064
H 1.0979 -5.6800 0.7274
H -0.3365 -4.7310 1.2522
H -1.5188 -5.4527 -0.7307
Br -7.7263 2.4434 4.6737
C -6.9928 1.0199 3.5526
C -5.6038 0.6520 4.0703
Br -4.6393 -0.3893 2.6850
H -6.9496 1.3615 2.5243
H -7.7545 0.2669 3.7187
H -5.6907 0.1481 5.0279
H -5.0529 1.5697 4.2611
Br 0.5056 6.5070 -0.3080
C -0.6107 6.3596 -1.8931
C -1.0535 4.9348 -2.1262
Br -2.7031 5.0679 -3.3035
H 0.0102 6.7082 -2.7133
H -1.4786 6.9914 -1.7461
H -1.4617 4.4628 -1.2369
H -0.3177 4.2614 -2.5524
Br -1.6179 -4.1244 5.2103
C -2.8788 -3.0171 4.2350
C -4.3371 -3.4152 4.5052
Br -4.9692 -2.3697 6.0965
H -2.7318 -3.0138 3.1561
H -2.6569 -2.0317 4.6284
H -4.4022 -4.4802 4.7113
H -5.0178 -3.1904 3.6917
Br 3.2610 0.9349 -3.4507
C 4.9211 0.5321 -2.4386
C 4.6075 -0.4630 -1.3791
Br 6.2345 -0.6692 -0.2796
H 5.3731 1.4564 -2.0816
H 5.6801 0.2033 -3.1475
H 4.2951 -1.4803 -1.5966
H 3.8753 -0.1708 -0.6277
Br 4.4602 6.0830 -1.9293
C 3.7932 4.3817 -1.2481
C 4.5072 4.0366 0.0400
Br 6.3225 3.5723 -0.3174
H 3.8197 3.5831 -1.9892
H 2.7139 4.4856 -1.1297
H 4.1619 3.1743 0.6088
H 4.4854 4.8677 0.7426
Br 2.1755 4.4103 -4.2039
C 0.9769 3.1298 -5.0892
C 0.4780 3.6710 -6.4127
Br -0.6337 5.2894 -6.2269
H 0.1645 2.9028 -4.4104
H 1.6723 2.3117 -5.2511
H -0.1025 2.9052 -6.9256
H 1.3234 3.8689 -7.0682
Br 0.3915 -1.2519 4.9865
C 1.5150 -0.4858 3.5803
C 2.9311 -0.9671 3.5876
Br 4.1560 0.3233 2.8759
H 1.4791 0.5836 3.7825
H 0.9388 -0.5850 2.6620
H 3.1052 -1.9253 3.0910
H 3.1960 -1.3221 4.5869

Values from the calculation:
2S+1: 5
Maximum force, hartree/bohr: 0.0526
Energy above the lowest of the compared OMol25 structures with the same formula, charge and spin, kJ/mol: 0.00
Electronic energy, Ha: -39062.299137